[1]
A 2-piece molecular cluster, C10H16 overall, computed with ωB97M-V/def2-TZVPD.

CARTESIAN COORDINATES (ANGSTROEM)
C: -0.818 -1.157 -2.282
C: -1.866 -0.547 -3.225
C: -1.158 -2.597 -1.899
H: -0.753 -0.537 -1.389
H: 0.166 -1.119 -2.741
H: -2.689 -0.069 -2.702
H: -1.431 0.156 -3.948
H: -0.275 -3.237 -1.778
H: -2.287 -1.319 -3.876
H: -1.773 -3.113 -2.643
H: -1.750 -2.673 -0.991
C: 2.726 0.893 3.178
C: -0.632 1.146 0.490
C: 0.591 1.715 0.156
C: -0.789 0.619 1.760
C: 1.648 1.671 1.046
C: 0.293 0.517 2.638
C: 1.528 1.034 2.282
H: -1.516 1.339 -0.110
H: 0.685 2.281 -0.761
H: -1.736 0.211 2.101
H: 2.586 2.136 0.774
H: 0.114 0.087 3.613
H: 2.434 0.881 4.232
H: 3.431 1.719 3.065
H: 3.273 -0.037 3.010

Atoms 1-3, force components in eV/Å:
-0.398 0.016 -0.150
0.308 -0.169 -0.727
-0.051 -0.642 0.017

Properties
**Net charge**: 0
**HOMO-LUMO gap**: 10.11 eV
**Electronic energy**: -10629.349 eV
**Structure (SMILES)**: Cc1ccccc1.CCC
**HOMO level**: -9.081 eV

[2]
A 6-piece molecular cluster, C13H41BN2O7PS5 overall, computed with ωB97M-V/def2-TZVPD.

CARTESIAN COORDINATES (ANGSTROEM)
C: -0.520 -4.717 -2.668
C: -0.600 -3.210 -2.698
C: 0.756 -2.518 -2.767
N: -1.656 -2.530 -2.721
B: -2.856 -3.051 -1.857
P: -4.341 -3.559 -3.045
N: -5.116 -4.858 -2.578
O: -3.742 -3.776 -4.576
O: -5.382 -2.269 -3.174
H: 0.063 -5.025 -3.541
H: 0.035 -5.068 -1.799
H: -1.485 -5.202 -2.737
H: 1.402 -2.932 -1.999
H: 0.612 -1.453 -2.637
H: 1.163 -2.706 -3.767
H: -2.590 -3.964 -1.116
H: -3.286 -2.090 -1.242
H: -6.088 -4.582 -2.441
H: -3.245 -2.983 -4.838
H: -4.877 -1.449 -3.293
C: -8.092 -0.562 -5.097
S: -6.834 -1.185 -6.219
O: -5.658 -0.286 -6.098
C: -7.700 -0.715 -7.728
H: -7.732 -0.715 -4.082
H: -8.253 0.502 -5.279
H: -9.018 -1.119 -5.246
H: -7.889 0.360 -7.729
H: -8.639 -1.266 -7.793
H: -7.066 -0.976 -8.573
C: 1.635 -5.868 0.600
S: 1.474 -4.274 1.421
O: 1.112 -3.280 0.385
C: 3.227 -4.055 1.765
H: 0.646 -6.171 0.262
H: 2.303 -5.775 -0.257
H: 2.021 -6.603 1.308
H: 3.790 -4.078 0.831
H: 3.568 -4.845 2.436
H: 3.351 -3.086 2.246
C: 0.324 1.292 1.292
S: 1.576 0.021 1.089
O: 2.243 -0.160 2.415
C: 2.681 1.022 0.080
H: -0.459 0.898 1.935
H: 0.761 2.175 1.753
H: -0.097 1.538 0.316
H: 2.963 1.925 0.624
H: 2.181 1.280 -0.853
H: 3.569 0.431 -0.135
C: 2.278 4.877 3.968
S: 0.971 3.863 4.661
O: 0.037 3.522 3.554
C: 0.202 5.180 5.616
H: 2.866 4.256 3.295
H: 1.842 5.709 3.412
H: 2.917 5.249 4.768
H: -0.096 5.991 4.951
H: 0.908 5.542 6.364
H: -0.676 4.769 6.109
C: 7.215 4.958 5.441
S: 6.089 6.232 6.024
O: 4.794 6.020 5.322
C: 6.912 7.604 5.205
H: 6.855 3.999 5.806
H: 7.231 4.953 4.351
H: 8.212 5.149 5.836
H: 6.949 7.422 4.131
H: 7.919 7.714 5.607
H: 6.340 8.507 5.405

Atoms 1-3, force components in eV/Å:
0.358 -0.147 0.066
0.234 0.375 -0.238
-0.483 -0.494 -0.981

Properties
**Net charge**: -1
**HOMO-LUMO gap**: 4.63 eV
**Electronic energy**: -95598.131 eV
**HOMO level**: -3.212 eV

[3]
C2H4LiO2Yb as an isolated structure, computed with ωB97M-V/def2-TZVPD.

CARTESIAN COORDINATES (ANGSTROEM)
O: 1.905 1.338 -0.117
C: 0.359 -0.901 -0.651
C: -0.909 -0.598 -0.221
O: -1.125 0.083 0.952
H: 2.677 0.873 0.210
H: 1.117 -1.110 0.114
H: 0.516 -0.973 -1.728
H: -1.745 -1.214 -0.576
Li: -2.996 0.408 1.103
Yb: 0.201 2.094 0.913

Atoms 1-3, force components in eV/Å:
-0.838 1.114 1.113
-1.835 0.006 0.476
1.704 -0.747 0.237

Properties
**Net charge**: +1
**HOMO-LUMO gap**: 5.87 eV
**Electronic energy**: -37961.195 eV
**HOMO level**: -10.907 eV

[4]
A 2-piece molecular cluster, C7H7N overall, computed with ωB97M-V/def2-TZVPD.

CARTESIAN COORDINATES (ANGSTROEM)
C: 0.368 0.205 -0.294
C: 1.235 -1.017 -0.161
C: 1.488 -1.356 1.211
C: 0.860 -0.836 2.362
C: 0.137 0.345 2.053
C: -1.699 1.598 -2.361
C: -2.286 1.240 -3.422
H: 0.085 0.648 -1.337
H: 1.440 -1.630 -0.957
H: 1.900 -2.325 1.375
H: 1.078 -1.264 3.319
H: -0.307 1.010 2.805
H: -1.449 1.861 -1.288
H: -2.753 0.618 -4.186
N: -0.095 0.903 0.884

Atoms 1-3, force components in eV/Å:
1.267 -0.948 1.458
-3.532 5.211 3.978
-1.621 -1.284 -0.659

Properties
**Net charge**: 0
**HOMO-LUMO gap**: 10.14 eV
**Electronic energy**: -8858.197 eV
**Structure (SMILES)**: c1ccncc1.C#C
**HOMO level**: -9.492 eV

[5]
C19H35BrFeGeNOS3 as an isolated structure, computed with ωB97M-V/def2-TZVPD.

CARTESIAN COORDINATES (ANGSTROEM)
Fe: -0.538 2.296 -1.241
C: -1.363 5.020 -2.697
C: -2.721 4.342 -2.685
S: -2.520 2.543 -2.444
C: -3.775 2.090 -1.210
C: -3.542 2.761 0.128
S: -1.804 2.519 0.662
C: -1.311 4.168 1.270
C: -1.330 5.196 0.158
S: -0.350 4.572 -1.255
H: -0.763 4.742 -3.565
H: -1.457 6.109 -2.704
H: -3.387 4.740 -1.922
H: -3.211 4.466 -3.653
H: -4.760 2.325 -1.619
H: -3.711 1.002 -1.139
H: -3.755 3.828 0.115
H: -4.158 2.306 0.907
H: -1.971 4.432 2.099
H: -0.312 4.022 1.684
H: -2.337 5.431 -0.181
H: -0.858 6.126 0.481
O: 5.151 1.645 -2.758
C: 3.989 1.828 -2.213
C: 3.724 2.699 -1.130
C: 2.448 2.822 -0.664
N: 1.406 2.110 -1.182
C: 1.708 1.269 -2.188
Br: 0.100 0.388 -2.765
C: 2.916 1.077 -2.764
H: 5.881 2.166 -2.380
H: 4.520 3.277 -0.677
H: 2.221 3.494 0.152
H: 3.086 0.399 -3.590
C: -0.674 -6.931 0.184
C: -0.476 -5.455 -0.140
C: 0.983 -5.028 -0.022
C: 1.204 -3.536 -0.318
Ge: 0.425 -2.236 0.895
C: 1.408 -1.315 2.283
C: 1.783 -2.333 3.376
C: 0.527 -2.957 3.972
C: -0.301 -3.663 2.915
H: -1.727 -7.205 0.141
H: -0.306 -7.172 1.182
H: -0.140 -7.559 -0.528
H: -1.108 -4.845 0.523
H: -0.822 -5.247 -1.157
H: 1.580 -5.586 -0.747
H: 1.399 -5.293 0.953
H: 0.777 -3.301 -1.298
H: 2.271 -3.295 -0.342
H: -0.822 -1.491 0.367
H: 0.766 -0.534 2.696
H: 2.296 -0.844 1.854
H: 2.373 -1.836 4.146
H: 2.418 -3.118 2.955
H: -0.075 -2.203 4.485
H: 0.804 -3.696 4.725
H: -0.842 -2.950 2.206
H: -1.198 -4.156 3.300
H: 0.259 -4.422 2.366

Atoms 1-3, force components in eV/Å:
-0.267 0.335 -0.619
-0.014 -0.034 0.045
-0.033 -0.019 -0.007

Properties
**Net charge**: +4
**⟨S²⟩**: 0.98
**HOMO-LUMO gap (spin up / spin down)**: 4.36 / 6.09 eV
**Electronic energy**: -217217.589 eV
**HOMO level (spin up / spin down)**: -19.819 / -19.819 eV
**2S+1**: 2

[6]
One molecule with the formula C4H8N2O, computed with ωB97M-V/def2-TZVPD.

CARTESIAN COORDINATES (ANGSTROEM)
C: 1.880 -0.476 0.595
C: 0.968 -0.334 -0.598
O: 0.064 -1.428 -0.656
C: -0.812 -0.551 -0.044
N: -1.273 -0.547 1.149
C: -0.935 0.624 -0.862
N: -1.694 1.586 -0.294
H: 1.313 -0.478 1.536
H: 2.645 0.301 0.642
H: 2.395 -1.447 0.534
H: 1.451 -0.135 -1.551
H: -0.977 -1.359 1.671
H: -0.823 0.631 -1.943
H: -2.157 2.320 -0.797
H: -2.046 1.293 0.617

Atoms 1-3, force components in eV/Å:
-0.082 0.221 0.020
0.482 0.007 -0.223
0.037 0.115 0.066

Properties
**Net charge**: 0
**HOMO-LUMO gap**: 8.78 eV
**Electronic energy**: -9302.491 eV
**HOMO level**: -7.806 eV

Which value of electronic energy does entry 5 give? -217217.589 eV